[1]
Molecular formula: C23H44BrN4O10S2
Method: DFT, ωB97M-V/def2-TZVPD

The geometry in XYZ format:
```
84
Properties=species:S:1:pos:R:3:forces:R:3:lowdin_charge:R:1
C 3.57067 1.31242 3.72195 -0.012 -0.166 -0.160 -0.050
C 4.84947 1.11072 2.93678 0.027 0.065 0.093 -0.271
O 4.81705 1.99196 1.82064 -0.137 -0.264 -0.060 -0.159
C 5.96451 1.94734 0.99310 0.097 0.035 -0.001 -0.167
C 5.58948 1.45326 -0.39946 0.235 -0.185 0.205 -0.122
O 4.34578 2.05374 -0.77864 0.225 0.207 -0.264 -0.013
C 3.35117 1.22084 -1.17618 -0.155 -0.336 -0.267 -0.522
O 3.77012 0.28605 -2.16535 0.141 0.020 0.174 -0.018
N 4.22908 1.02029 -3.34032 0.062 0.092 -0.027 0.036
O 4.87959 0.33717 -3.99807 -0.094 -0.063 -0.095 0.136
C 2.11742 2.02242 -1.55645 -0.010 0.559 0.320 0.005
N 0.99921 1.20329 -1.07014 0.067 -0.059 -0.048 0.004
C 0.11005 0.56244 -2.06120 -0.035 0.268 -0.273 -0.165
C -0.77281 1.58203 -2.77275 0.094 0.149 0.128 -0.048
C 1.48954 0.47355 -0.03766 0.020 -0.222 -0.134 -0.268
N 0.74847 -0.06985 0.90221 0.021 -0.185 0.141 0.017
C -0.71640 0.12961 1.02420 -0.185 0.107 0.131 -0.110
C -1.18393 1.58028 1.04464 0.091 0.108 -0.242 -0.115
C -0.27581 2.52742 1.81562 0.004 0.156 0.130 -0.220
O -0.81531 3.82845 1.77139 -0.068 0.004 -0.012 -0.166
C -0.15130 4.72135 0.90140 -0.091 0.054 -0.034 -0.090
C 1.29448 -1.00686 1.87233 -0.056 -0.204 -0.105 -0.134
C 0.61815 -2.36993 1.65598 0.139 0.158 0.113 -0.827
O 0.45850 -2.83482 0.57991 -0.088 -0.055 -0.231 0.061
Br 0.05108 -3.22870 3.25338 -0.008 -0.054 0.104 0.848
N 2.83423 0.38299 -0.08260 0.054 0.315 0.352 0.256
H 3.36897 2.37643 3.83386 0.052 -0.010 0.133 0.091
H 3.64525 0.83700 4.69934 -0.017 0.071 0.025 0.090
H 2.71870 0.86466 3.20338 0.014 0.123 0.002 0.038
H 5.72290 1.32602 3.56045 -0.007 0.016 -0.022 0.127
H 4.94243 0.06806 2.59286 0.055 0.010 0.052 0.121
H 6.71538 1.27317 1.41654 0.065 0.046 -0.087 0.132
H 6.41097 2.94171 0.93874 -0.156 0.063 0.033 0.135
H 6.34929 1.74238 -1.12779 0.002 0.016 0.038 0.138
H 5.53568 0.36128 -0.41767 -0.234 0.042 -0.020 0.133
H 2.03949 2.33095 -2.59411 -0.027 -0.418 -0.110 0.141
H 2.16702 2.93863 -0.96254 -0.068 0.019 -0.041 0.140
H 0.75539 0.06324 -2.79346 -0.093 -0.174 0.086 0.129
H -0.49334 -0.19101 -1.56590 0.003 -0.019 0.044 0.083
H -0.27584 1.99777 -3.64959 -0.054 -0.022 -0.024 0.079
H -1.71268 1.12568 -3.07858 0.034 -0.025 -0.059 0.074
H -1.00655 2.41531 -2.10840 -0.089 -0.063 0.008 0.074
H -0.98798 -0.32761 1.97849 0.101 -0.001 0.016 0.127
H -1.21925 -0.45243 0.25216 -0.039 0.028 -0.003 0.094
H -1.31014 1.96844 0.03250 0.037 -0.016 0.024 0.103
H -2.16871 1.60240 1.51597 0.011 -0.062 0.012 0.116
H -0.20645 2.23586 2.86924 0.003 -0.090 -0.037 0.138
H 0.74213 2.53685 1.40324 -0.005 -0.053 0.050 0.107
H -0.87590 5.45948 0.56097 -0.004 -0.001 0.042 0.094
H 0.65905 5.24492 1.41758 0.078 -0.083 -0.053 0.094
H 0.24358 4.20270 0.01880 0.016 0.020 0.015 0.070
H 2.36120 -1.17585 1.72360 -0.030 0.017 -0.022 0.132
H 1.13520 -0.64335 2.88509 -0.087 -0.018 -0.026 0.110
H 3.38904 0.36921 0.76446 0.007 0.093 0.017 0.135
C -1.07898 -4.30291 -3.57414 -0.044 0.021 -0.023 -0.207
C -1.04582 -3.07159 -4.49006 -0.019 -0.006 0.031 -0.204
C -2.31559 -2.25755 -4.20917 0.120 -0.024 -0.122 -0.207
S -2.75442 -2.60863 -2.50055 0.204 0.054 0.098 0.675
O -4.02257 -3.28351 -2.45587 -0.076 0.077 0.057 -0.299
O -2.54885 -1.42079 -1.68834 0.004 0.009 0.016 -0.348
C -1.44269 -3.78326 -2.18668 0.083 -0.089 -0.091 -0.223
H -0.12388 -4.82457 -3.56073 0.000 -0.005 -0.006 0.120
H -1.83980 -5.00556 -3.91910 0.003 -0.009 0.011 0.124
H -0.16134 -2.47166 -4.26311 -0.005 -0.002 0.016 0.110
H -0.99095 -3.35021 -5.54064 0.009 0.008 -0.004 0.119
H -2.17320 -1.18452 -4.31372 -0.071 0.008 0.023 0.093
H -3.15627 -2.57828 -4.82134 -0.031 -0.020 0.046 0.110
H -1.81631 -4.54258 -1.50348 -0.048 0.041 0.026 0.116
H -0.61640 -3.24177 -1.72630 -0.021 0.010 0.019 0.086
C -6.18228 -0.93294 1.45060 0.186 0.101 0.056 -0.206
C -5.06623 -1.65601 0.68138 -0.204 -0.053 -0.017 -0.205
C -3.74398 -1.28388 1.34489 0.026 -0.206 -0.221 -0.242
S -4.11215 -0.92488 3.06232 -0.029 -0.092 -0.083 0.658
O -3.81401 0.47017 3.29273 0.045 0.032 0.043 -0.324
O -3.52328 -1.93077 3.91013 0.042 0.048 0.063 -0.336
C -5.88524 -1.15490 2.93404 -0.100 0.036 -0.074 -0.218
H -7.16933 -1.30155 1.17945 -0.006 -0.019 0.023 0.119
H -6.15235 0.13732 1.23361 -0.031 -0.002 -0.009 0.121
H -5.22564 -2.73413 0.74229 0.025 0.000 -0.001 0.125
H -5.04561 -1.38934 -0.37312 -0.044 -0.032 -0.002 0.103
H -3.01365 -2.09065 1.31163 0.048 0.045 0.033 0.101
H -3.32461 -0.37993 0.91288 -0.052 0.053 0.005 0.076
H -6.37632 -0.45210 3.60307 0.054 0.004 0.036 0.110
H -6.09565 -2.17831 3.24343 0.025 -0.004 0.016 0.111
```
Forces are in eV/Å.

Computed properties:
Net charge: +1
Gap between HOMO and LUMO: 9.220 eV
Largest force on an atom: 0.6 eV Å⁻¹
Lowest unoccupied orbital energy: -2.96 eV

---

[2]
Molecular formula: C21H27N3O2S
Method: DFT, ωB97M-V/def2-TZVPD

The geometry in XYZ format:
```
54
Properties=species:S:1:pos:R:3:forces:R:3:lowdin_charge:R:1
C 2.64067 -0.86714 -0.35378 0.034 -0.106 -0.208 -0.103
C 2.47853 -1.09708 -1.85182 -0.100 0.179 0.018 -0.251
C 1.05530 -0.82546 -2.34681 0.166 -0.305 -0.014 -0.194
C 0.11330 -1.98968 -2.03528 0.125 0.260 -0.039 -0.200
N -1.29473 -1.63184 -2.14569 0.037 -0.258 0.124 -0.223
C -2.16535 -2.55311 -1.42521 -0.101 -0.287 -0.002 -0.250
C -2.19046 -3.99398 -1.94306 0.034 0.315 0.084 -0.076
C -1.74318 -1.35322 -3.50978 0.106 0.316 -0.228 -0.186
C -1.76063 0.14244 -3.86300 -0.193 -0.142 0.158 -0.153
C -2.64470 0.96187 -2.92080 0.023 0.146 -0.263 -0.164
N -2.09677 0.93521 -1.58669 -0.039 0.008 0.139 0.072
C -1.67997 2.03672 -0.93402 -0.312 -0.354 -0.177 -0.530
O -1.89779 3.18086 -1.29487 0.067 0.310 0.015 0.033
C -0.93644 1.74517 0.31021 0.366 0.049 0.488 -0.395
C -0.51411 0.55955 0.83712 -0.174 0.343 -0.205 -0.036
C 0.21049 0.72736 2.03583 0.013 0.673 0.121 -0.162
C 0.80540 -0.33908 2.82373 0.099 0.014 0.157 -0.421
O 0.76799 -1.52599 2.55686 -0.086 -0.206 -0.136 0.059
N 1.45596 0.11020 3.95354 0.143 -0.375 0.169 0.169
C 1.57993 1.41500 4.36566 -0.120 0.733 -0.084 -0.176
C 2.26304 1.72910 5.54069 0.002 0.007 0.002 -0.019
C 2.38045 3.04175 5.94407 -0.021 -0.101 -0.053 -0.080
C 1.82187 4.06767 5.18627 -0.023 0.170 -0.015 -0.084
C 1.14562 3.77578 4.02402 0.061 -0.234 0.065 -0.034
C 1.01285 2.45225 3.59582 0.317 -0.056 0.517 -0.165
C 0.32504 2.05852 2.40997 -0.371 -0.380 -0.662 -0.387
S -0.45342 3.10471 1.27831 0.121 -0.509 0.098 1.176
H 3.66439 -1.07484 -0.05034 0.078 -0.011 0.112 0.073
H 2.41496 0.16821 -0.10462 -0.030 0.120 0.068 0.073
H 1.98201 -1.50736 0.22687 -0.066 -0.049 0.151 0.053
H 2.75711 -2.12410 -2.09932 0.079 -0.032 -0.082 0.107
H 3.16628 -0.43370 -2.38140 0.033 -0.094 -0.053 0.105
H 1.08263 -0.66331 -3.42593 -0.078 0.092 -0.027 0.105
H 0.68188 0.08435 -1.87387 -0.059 0.090 -0.036 0.102
H 0.37024 -2.83362 -2.69672 -0.003 -0.014 0.078 0.125
H 0.28316 -2.31097 -1.00498 0.006 -0.073 0.021 0.118
H -1.84458 -2.56186 -0.37868 -0.077 0.050 -0.005 0.113
H -3.17790 -2.13945 -1.45712 0.027 0.001 0.079 0.117
H -1.21542 -4.46144 -1.83289 0.078 -0.095 -0.013 0.068
H -2.91278 -4.57186 -1.37262 -0.063 -0.112 0.028 0.073
H -2.47516 -4.02568 -2.99248 -0.035 -0.058 -0.110 0.069
H -2.76366 -1.72836 -3.62392 0.025 -0.061 -0.018 0.117
H -1.11424 -1.88018 -4.24141 -0.079 -0.081 0.025 0.123
H -0.75250 0.55313 -3.83769 0.037 0.039 -0.060 0.100
H -2.14003 0.24155 -4.88171 0.026 0.018 -0.064 0.113
H -2.69775 2.00513 -3.24263 -0.072 -0.144 0.035 0.120
H -3.65968 0.54746 -2.90351 0.004 0.083 -0.085 0.121
H -1.75051 0.01066 -1.33628 0.106 0.154 0.086 0.087
H -0.69202 -0.41015 0.41216 -0.073 -0.230 -0.169 0.111
H 1.88227 -0.60855 4.52632 -0.113 0.038 -0.177 0.163
H 2.69677 0.93361 6.12919 0.050 -0.081 0.071 0.112
H 2.90986 3.27469 6.85540 0.046 0.003 0.076 0.104
H 1.92027 5.09115 5.51299 0.004 0.093 0.019 0.103
H 0.70553 4.55788 3.42390 -0.026 0.145 -0.018 0.102
```
Forces are in eV/Å.

Computed properties:
Net charge: 0
Gap between HOMO and LUMO: 8.164 eV
Largest force on an atom: 0.8 eV Å⁻¹
Structure (SMILES): CCCCN(CC)CCCNC(=O)c1cc2c(=O)[nH]c3ccccc3c2s1
Lowest unoccupied orbital energy: -0.08 eV
ΔE to the lowest compared entry with this formula, charge and spin: 0.0 kcal per mole

---

[3]
Molecular formula: C18H17N2O11RhS8
Method: DFT, ωB97M-V/def2-TZVPD

The geometry in XYZ format:
```
57
Properties=species:S:1:pos:R:3:forces:R:3:lowdin_charge:R:1
Rh -0.64386 1.00168 1.09585 0.530 0.364 -1.861 0.981
O 2.90301 0.43268 3.95723 -0.029 0.071 -0.143 -0.317
S 1.93819 1.32726 3.36123 0.089 0.192 0.511 0.498
O 0.99588 1.88199 4.33807 0.015 -0.049 -0.288 -0.346
O 1.27331 0.75567 2.18587 -0.120 -0.389 0.036 -0.389
C 2.93512 2.71363 2.73058 -0.029 -0.097 -0.145 -0.191
C 4.21135 2.78161 3.27838 0.037 0.015 -0.039 -0.072
C 5.13118 3.73091 2.85640 -0.091 0.060 -0.106 -0.092
C 4.78179 4.62362 1.85457 0.067 -0.082 0.116 -0.094
C 3.50760 4.57523 1.31232 -0.079 0.125 -0.024 -0.072
C 2.57268 3.64481 1.74245 -0.186 -0.085 0.135 -0.201
S 0.92301 3.77440 1.00182 -0.037 0.165 0.961 0.462
O 0.88857 5.05397 0.32902 0.221 -0.269 -0.263 -0.325
O 0.82852 2.59477 0.12694 -0.564 -0.511 0.125 -0.410
O 0.00842 3.67464 2.13241 0.278 0.522 -0.161 -0.364
H 4.48151 2.05026 4.02632 -0.013 -0.009 -0.004 0.101
H 6.11885 3.75366 3.30071 0.011 0.012 -0.008 0.092
H 5.49104 5.36041 1.49602 0.006 -0.007 0.013 0.093
H 3.20023 5.28252 0.55291 0.001 -0.031 0.011 0.102
N -1.33872 1.66261 2.82851 -0.333 0.015 0.562 -0.110
N -1.66632 0.46513 3.55549 -0.260 -0.402 -0.260 0.051
C -2.09003 -0.62777 2.68123 -0.028 0.391 -0.285 -0.649
O -2.48547 -1.65580 3.17384 -0.011 0.055 0.025 0.063
O -2.06316 -0.33618 1.39693 0.433 -0.244 1.557 -0.202
H -0.63036 2.16822 3.37709 0.177 -0.076 -0.231 0.057
H -2.16523 2.24982 2.79823 -0.050 -0.007 -0.138 0.108
H -0.83831 0.19845 4.08243 -0.102 -0.008 0.082 0.116
C -1.59293 -5.37103 -4.20963 -0.010 0.004 -0.006 -0.067
C -1.01236 -4.41147 -3.20274 -0.003 -0.029 0.042 -0.293
C -0.70633 -3.10124 -3.55851 0.024 0.009 0.051 -0.053
C -0.16385 -2.22229 -2.63162 0.029 -0.026 -0.100 -0.060
C 0.07967 -2.64644 -1.33556 0.118 0.042 0.166 -0.251
C -0.21469 -3.94882 -0.96417 -0.064 0.064 0.077 -0.049
C -0.76094 -4.82170 -1.89482 -0.002 0.013 -0.035 -0.055
S 0.77923 -1.49385 -0.14886 0.091 -0.577 -0.139 0.474
O 0.50858 -2.01787 1.16836 -0.088 -0.039 -0.106 -0.308
O 2.16826 -1.35539 -0.50900 -0.082 0.096 -0.108 -0.296
O -0.04733 -0.29376 -0.48097 0.106 0.789 0.091 -0.461
H -2.02864 -4.83585 -5.05452 0.009 -0.006 0.011 0.069
H -2.37284 -5.99060 -3.76204 0.012 0.007 -0.001 0.070
H -0.82525 -6.04332 -4.60266 -0.005 0.006 0.000 0.073
H -0.90539 -2.75496 -4.56754 -0.001 0.005 0.015 0.106
H 0.06422 -1.20078 -2.90894 0.010 -0.016 -0.005 0.099
H -0.04433 -4.24715 0.06339 -0.005 -0.007 -0.034 0.112
H -1.00882 -5.83599 -1.59662 0.002 0.013 -0.009 0.104
C -3.53659 -1.86209 -1.01210 0.010 0.057 -0.019 -0.367
S -4.32066 -0.30450 -1.51702 -0.078 0.061 0.046 0.796
C -2.94199 0.50064 -2.25003 0.058 -0.113 -0.085 -0.992
C -2.09618 1.37279 -1.66271 -0.017 0.071 -0.146 -1.042
S -2.26556 2.09197 -0.08482 0.013 -0.148 0.061 0.653
S -0.75111 1.90808 -2.66150 -0.201 -0.273 -0.121 0.950
C -1.14633 1.01768 -4.08801 -0.394 0.351 0.166 -1.515
S -0.32741 1.12230 -5.51732 0.210 -0.120 -0.136 0.452
S -2.59782 0.09386 -3.91395 0.219 0.057 0.134 0.879
H -4.22579 -2.35074 -0.32385 -0.038 0.022 -0.027 0.037
H -2.62328 -1.63495 -0.47083 0.061 -0.015 0.028 0.019
H -3.35228 -2.50073 -1.87430 0.080 -0.014 0.012 0.027
```
Forces are in eV/Å.

Computed properties:
Net charge: -2
Gap between HOMO and LUMO: 7.366 eV
Largest force on an atom: 2.0 eV Å⁻¹
Lowest unoccupied orbital energy: 4.03 eV
ΔE to the lowest compared entry with this formula, charge and spin: 2.3 kcal per mole

---

Number 1: highest occupied orbital energy -12.2 eV, DFT total energy -142703.402 eV. Number 2: highest occupied orbital energy -8.2 eV, DFT total energy -41617.838 eV. Number 3: highest occupied orbital energy -3.3 eV, DFT total energy -134139.012 eV.